Record 1
The ion C3H7OS2 with charge -1, computed with ωB97M-V/def2-TZVPD.

Summary:
Energy relative to the best compared isomer or geometry (same formula, charge and spin)   54.9 kJ/mol
HOMO-LUMO gap   0.199 Ha
F_max   0.81 eV Å⁻¹
Total charge   -1
SMILES   [O-]CCCSS
Multiplicity   1
E   -26942.240 eV

CARTESIAN COORDINATES (ANGSTROEM)
O (-0.18342, 2.59355, -0.36937)
C (0.27338, 1.63958, -1.16443)
C (0.85166, 0.41999, -0.37992)
C (-0.29054, -0.33396, 0.26116)
S (0.38037, -1.74223, 1.22498)
S (-1.31621, -2.20917, 2.34740)
H (-0.46840, 1.16765, -1.88334)
H (1.09077, 1.96949, -1.86867)
H (1.35106, -0.26884, -1.07075)
H (1.55125, 0.77225, 0.37216)
H (-0.83469, 0.28683, 0.96203)
H (-0.97949, -0.79217, -0.43906)
H (-1.42574, -3.50297, 2.00782)



Record 2
A cluster of 2 separate species, C3H7P in total in a non-equilibrium geometry, computed with ωB97M-V/def2-TZVPD.

Summary:
Energy relative to the best compared isomer or geometry (same formula, charge and spin)   395.0 kJ/mol
HOMO-LUMO gap (alpha / beta)   0.262 / 0.335 Ha
F_max   3.41 eV Å⁻¹
Multiplicity   1
E   -12507.988 eV

CARTESIAN COORDINATES (ANGSTROEM)
C (-0.05321, -1.65846, -1.45686)
C (-0.89594, -1.17375, -0.62017)
C (-1.03543, 0.44096, -0.41654)
P (0.46450, 2.55855, 2.08476)
H (0.79242, 1.91213, 0.82755)
H (0.69885, -1.38385, -2.19293)
H (-1.52488, -1.80903, -0.07050)
H (-1.87332, 0.73013, -0.97046)
H (-0.13990, 0.95835, -0.76235)
H (-1.21146, 0.70089, 0.64190)
H (-0.17368, 3.69606, 1.46312)



Record 3
A cluster of 2 separate species, C3H7S in total in a non-equilibrium geometry, computed with ωB97M-V/def2-TZVPD.

Summary:
Energy relative to the best compared isomer or geometry (same formula, charge and spin)   163.1 kJ/mol
HOMO-LUMO gap   0.226 Ha
F_max   1.89 eV Å⁻¹
Total charge   -1
Multiplicity   1
E   -14058.770 eV

CARTESIAN COORDINATES (ANGSTROEM)
S (-2.49671, -1.13946, 0.26161)
H (-3.33457, -0.94589, -0.76874)
C (0.67702, 0.31814, 0.04556)
C (2.12580, 0.71488, 0.25517)
C (2.77058, 1.47325, -0.65783)
H (0.16410, 0.22990, 1.00320)
H (0.72799, -0.71214, -0.32283)
H (0.10621, 0.99642, -0.57308)
H (2.61961, 0.15618, 1.04942)
H (3.51390, 2.19342, -0.31710)
H (2.55811, 1.33467, -1.71142)



Record 4
A cluster of 2 separate species, C3H7S in total in a non-equilibrium geometry, computed with ωB97M-V/def2-TZVPD.

Summary:
Energy relative to the best compared isomer or geometry (same formula, charge and spin)   106.6 kJ/mol
HOMO-LUMO gap   0.223 Ha
F_max   1.14 eV Å⁻¹
Total charge   -1
Multiplicity   1
E   -14059.356 eV

CARTESIAN COORDINATES (ANGSTROEM)
S (1.20048, -0.98136, -2.45375)
H (2.19216, -0.31550, -3.07480)
C (-0.11329, 0.92759, 0.83907)
C (-0.77856, 0.87959, 2.17393)
C (-1.88448, 0.18791, 2.47042)
H (-0.50923, 1.57935, 0.05232)
H (-0.00775, -0.00378, 0.28313)
H (0.91130, 1.25820, 1.01829)
H (-0.37374, 1.54784, 2.93012)
H (-2.13462, -0.00235, 3.50758)
H (-2.60986, 0.00191, 1.68542)



Record 5
A structure of composition C3H8AlNO2Pt in a non-equilibrium geometry, computed with ωB97M-V/def2-TZVPD.

Summary:
HOMO-LUMO gap   0.130 Ha
F_max   10.97 eV Å⁻¹
Multiplicity   1
E   -18660.841 eV

CARTESIAN COORDINATES (ANGSTROEM)
C (-2.24525, 0.86171, 0.94632)
N (-0.80217, 1.13272, 0.69900)
C (-0.30438, 0.54309, -0.54950)
Al (1.32032, -0.63216, 0.02665)
C (1.44904, -2.36394, -1.06569)
O (2.58601, -2.91411, -1.20152)
O (0.36430, -2.96554, -1.70052)
H (-2.93741, 1.12243, 0.07005)
H (-2.47155, -0.23172, 1.23026)
H (-2.55753, 1.50576, 1.85113)
H (-0.55363, 2.12379, 0.80323)
H (-1.03393, -0.20723, -1.04124)
H (-0.02328, 1.29029, -1.36510)
H (1.02242, -1.04816, 1.54282)
H (2.61031, 0.29982, -0.05815)
Pt (3.57676, 1.48325, -0.18772)



Record 6
A structure of composition C3H8B3F12NO3V in a non-equilibrium geometry, computed with ωB97M-V/def2-TZVPD.

Summary:
HOMO-LUMO gap   0.170 Ha
F_max   6.61 eV Å⁻¹
Total charge   -1
Multiplicity   1
E   -71211.949 eV

CARTESIAN COORDINATES (ANGSTROEM)
O (-3.71937, -2.07097, -1.80230)
V (-2.15582, -2.14901, -1.89161)
O (-1.64274, -0.59704, -2.11891)
C (2.66209, 3.47880, 3.99668)
C (2.08020, 4.29776, 2.87164)
O (2.05731, 3.90700, 1.67336)
N (1.49144, 5.61570, 3.39689)
H (1.42171, 5.52192, 4.40010)
H (2.25272, 6.27533, 3.32315)
C (0.17190, 6.04959, 2.68107)
H (2.92249, 2.48825, 3.62373)
H (1.93976, 3.21169, 4.76803)
H (3.59457, 3.87764, 4.39605)
H (-0.00963, 7.08163, 2.98113)
H (-0.65007, 5.40145, 2.98502)
H (0.36409, 5.95546, 1.61229)
B (-0.00184, -7.06463, -2.46176)
F (0.48150, -7.83986, -3.50923)
F (-1.32382, -6.81424, -2.61440)
F (0.30058, -7.61261, -1.22835)
F (0.61414, -5.88947, -2.56303)
B (-1.76082, -2.49980, -7.69726)
F (-1.64449, -3.49165, -8.64583)
F (-2.01158, -1.28713, -8.32317)
F (-2.81731, -2.85200, -6.90958)
F (-0.59662, -2.50693, -6.95088)
B (-0.77955, -2.11487, 2.83594)
F (-1.62437, -3.18078, 2.53721)
F (0.29797, -2.15298, 1.94823)
F (-1.49192, -0.97194, 2.53900)
F (-0.42262, -2.06620, 4.14686)